Entry 1:
# C16H34Br3Cl20FN2OP

A structure of composition C16H34Br3Cl20FN2OP in a non-equilibrium geometry (ωB97M-V/def2-TZVPD, OMol25).

Each line ends with the Mulliken charge.
Positions of all 78 atoms, in Å:
C  -4.66696  -4.28247  -0.23246  -0.827
C  -5.36223  -3.44398  -1.45189  0.049
Br  -7.37186  -3.59760  -1.69388  -0.262
C  -4.55937  -2.57897  -2.35470  -0.042
Br  -5.61797  -1.61636  -3.80934  -0.128
P  -2.67932  -2.26729  -2.24783  0.816
N  -2.46453  -2.30442  -4.04702  -0.590
F  -2.26138  -3.96799  -2.25347  -0.524
Br  -3.17346  -0.01660  -2.48664  -0.401
C  -0.80512  -1.75265  -2.16706  -0.500
C  -0.42689  -0.86247  -0.84608  0.250
O  0.44477  -1.70679  0.03054  -0.424
C  0.56384  0.38668  -1.34858  -0.281
N  -0.21730  1.58233  -1.87382  -0.658
H  -5.46317  -4.34773  0.65078  0.283
H  -3.61726  -3.90330  0.11259  0.249
H  -4.53689  -5.41017  -0.60079  0.224
H  -2.67470  -2.16808  -0.80056  -0.052
H  -3.11218  -2.98968  -4.49163  0.220
H  -2.53466  -1.34806  -4.45627  0.289
H  -0.54959  -1.07702  -3.11601  -0.117
H  -0.17319  -2.73900  -2.21400  0.140
H  -1.33693  -0.45342  -0.23556  0.310
H  1.40726  -1.37648  -0.02496  -0.074
H  1.18232  -0.03106  -2.26386  0.255
H  1.30421  0.74586  -0.51026  0.103
H  -1.07077  1.65604  -1.27290  0.288
H  -0.50498  1.34532  -2.86686  0.352
C  -7.88305  0.42629  -6.43829  -0.382
Cl  -6.40911  -0.34959  -7.03038  -0.123
Cl  -8.72853  -0.61170  -5.28385  -0.073
H  -7.61776  1.36460  -5.94516  0.265
H  -8.54345  0.62837  -7.28507  0.302
C  -0.09898  0.28122  2.80764  0.198
Cl  -0.23571  -0.04317  1.07526  0.100
Cl  -1.25142  1.52184  3.31532  -0.238
H  -0.30190  -0.63996  3.35921  0.294
H  0.91452  0.62636  3.02600  -0.389
C  3.82581  1.29865  2.20706  -0.039
Cl  3.33832  1.57371  3.88389  -0.215
Cl  3.00014  -0.10894  1.52739  0.015
H  3.57258  2.18055  1.61368  0.358
H  4.90471  1.12878  2.17358  -0.094
C  5.10990  4.40871  5.19201  -0.133
Cl  6.65524  3.55637  5.08949  -0.158
Cl  5.12555  5.59904  6.49886  -0.161
H  4.92314  4.92187  4.24556  0.302
H  4.31526  3.68296  5.38128  0.140
C  2.88502  -2.54095  -2.93769  0.262
Cl  3.66743  -1.16067  -3.71727  -0.185
Cl  3.03142  -2.44501  -1.17862  -0.100
H  1.82599  -2.54826  -3.20671  -0.291
H  3.36017  -3.46177  -3.28457  0.403
C  7.39260  6.11352  9.71029  0.059
Cl  5.81849  6.15305  10.51381  -0.149
Cl  8.52182  7.24330  10.46757  -0.188
H  7.80151  5.10251  9.77831  0.091
H  7.26334  6.38940  8.66092  0.195
C  -0.24115  -1.09747  -7.16201  -0.458
Cl  0.84143  -1.53005  -5.83312  -0.042
Cl  -1.81831  -1.87399  -6.97603  -0.116
H  -0.37726  -0.01333  -7.17152  0.268
H  0.20598  -1.42148  -8.10492  0.329
C  5.84283  2.49687  11.45890  -0.191
Cl  6.76095  2.99572  10.03298  -0.154
Cl  4.66927  1.23910  11.05177  -0.154
H  6.53503  2.10806  12.20967  0.282
H  5.31122  3.36293  11.86058  0.205
C  6.93258  1.84060  -0.16834  -0.321
Cl  5.27851  1.38636  -0.59586  -0.056
Cl  7.29834  1.40794  1.50618  -0.175
H  7.62739  1.31849  -0.83062  0.289
H  7.04768  2.92038  -0.29009  0.282
C  -11.68418  -3.29748  -5.29096  -0.269
Cl  -11.29651  -4.77231  -6.18518  -0.164
Cl  -10.45112  -2.94946  -4.07300  -0.076
H  -11.73857  -2.46060  -5.99143  0.232
H  -12.64883  -3.42598  -4.79403  0.271

Atoms 1-2, force components in eV/Å:
C -1.45 -1.17 -0.43
C 3.47 2.45 -1.93

Properties
**Maximum force**: 11.1 eV/A
**Net charge**: -1
**E_HOMO**: -5.19 eV
**Gap between HOMO and LUMO**: 6.8 eV

Entry 2:
# F4KN2NaO8S4

A structure of composition F4KN2NaO8S4 in a non-equilibrium geometry (ωB97M-V/def2-TZVPD, OMol25).

Each line ends with the Mulliken charge.
Positions of all 20 atoms, in Å:
Na  1.49333  0.23741  -1.13391  1.107
K  0.18189  -2.36017  -0.65799  1.004
N  1.42881  -0.65588  1.10378  -0.221
S  0.74976  0.46505  2.18692  1.108
O  1.50244  1.40912  3.02608  -0.465
O  -0.47928  -0.04629  2.72759  -0.554
F  0.08788  1.45486  1.05558  -0.306
S  2.34363  -0.99430  2.23045  0.877
O  1.92010  -1.53360  3.51362  -0.498
O  3.64949  -0.30051  2.30945  -0.584
F  2.74681  -2.36542  1.44182  -0.364
N  -0.80730  0.06836  -1.61185  -0.116
S  -1.27759  1.30293  -2.69026  0.930
O  -1.26389  2.66012  -2.13527  -0.397
O  -2.16270  0.95482  -3.81266  -0.415
F  0.02238  1.46589  -3.57364  -0.239
S  -2.25475  -0.23933  -1.22112  1.101
O  -2.92597  -1.18256  -2.14712  -0.323
O  -2.96563  0.91538  -0.64401  -0.367
F  -1.98939  -1.25588  0.03256  -0.278

Atoms 1-2, force components in eV/Å:
Na 0.91 0.98 0.45
K 0.32 -1.48 0.58

Properties
**Maximum force**: 15.2 eV/A
**Expectation value of S²**: 0.7637
**Net charge**: +1
**E_HOMO (spin up / spin down)**: -13.66 / -13.66 eV
**Gap between HOMO and LUMO (spin up / spin down)**: 7.7 / 2.6 eV
**Multiplicity**: 2
**Relative energy (zero: lowest compared OMol25 entry of this formula, charge and spin)**: 2.067 eV

Entry 3:
# C15H22BrN3O5S2

An isolated molecule of C15H22BrN3O5S2 in a non-equilibrium geometry (ωB97M-V/def2-TZVPD, OMol25).

Each line ends with the Mulliken charge.
Positions of all 48 atoms, in Å:
C  -0.37128  3.82390  1.20650  -0.761
C  0.38242  3.43492  2.46901  -0.342
O  1.32727  2.40254  2.16965  -0.297
C  1.07605  1.17737  2.59037  0.807
O  0.16430  0.85822  3.31320  -0.730
C  2.09919  0.19248  2.04852  -0.752
N  2.05673  0.20853  0.60722  0.313
C  3.12814  -0.05228  -0.15703  0.537
O  4.23175  -0.31083  0.27741  -0.723
C  2.82014  0.01433  -1.65447  -0.700
N  1.46479  -0.41725  -1.93395  0.501
C  0.97229  -0.04541  -3.24634  -1.005
C  -0.54438  0.15335  -3.25101  -0.381
C  -1.34236  -1.06246  -2.77681  -1.062
N  -1.21230  -1.31239  -1.35559  0.290
S  -1.75557  -0.10065  -0.36047  0.870
O  -2.81808  0.58447  -1.02644  -0.714
O  -0.69400  0.69288  0.20313  -0.524
C  -2.44258  -1.06168  0.96014  0.054
C  -2.16353  -1.03348  2.29214  -0.357
C  -2.95324  -1.94019  3.03018  -0.531
C  -3.81360  -2.62704  2.22768  -0.027
Br  -5.03664  -3.93016  2.76869  -0.109
S  -3.68353  -2.18197  0.55655  -0.157
C  -0.06878  -2.04364  -0.85618  -0.923
C  1.23947  -1.81743  -1.63191  -1.131
H  -0.84006  2.94179  0.77603  -0.001
H  -1.13484  4.55837  1.44562  0.399
H  0.31395  4.24555  0.47582  0.290
H  0.96327  4.27461  2.86050  0.294
H  -0.30500  3.06972  3.23808  0.335
H  1.86620  -0.80395  2.44593  0.304
H  3.11035  0.47106  2.36406  0.428
H  1.16652  0.42417  0.16829  -0.055
H  3.58603  -0.57087  -2.18893  0.285
H  2.92560  1.06055  -1.95407  0.437
H  1.43681  0.89882  -3.53724  0.407
H  1.24378  -0.80088  -4.00620  0.346
H  -0.79929  0.98773  -2.59589  0.226
H  -0.85881  0.40445  -4.26566  0.477
H  -2.40414  -0.87501  -2.95223  0.351
H  -1.05050  -1.96912  -3.31123  0.513
H  -1.42170  -0.38622  2.72737  0.599
H  -2.88813  -2.07378  4.09428  0.483
H  -0.30458  -3.11573  -0.86888  0.288
H  0.05905  -1.73207  0.18254  0.479
H  2.05570  -2.19759  -1.01297  0.492
H  1.21711  -2.41771  -2.55539  0.478

Atoms 1-2, force components in eV/Å:
C 0.27 -0.25 0.22
C -0.54 0.35 0.15

Properties
**Maximum force**: 1.0 eV/A
**E_HOMO**: -9.10 eV
**Gap between HOMO and LUMO**: 9.3 eV
**Relative energy (zero: lowest compared OMol25 entry of this formula, charge and spin)**: 0.017 eV
**SMILES string**: CCOC(=O)CNC(=O)CN1CCCN(S(=O)(=O)c2ccc(Br)s2)CC1